Computed, not measured: a structure of composition C45H66NO7PSiTi, with ωB97M-V with the def2-TZVPD basis set.

As for the frontier orbital gap (alpha / beta): 0.3018 / 0.2686 Ha. For the energy above the lowest of the compared OMol25 structures with the same formula, charge and spin, the calculation gives 5.97 kJ/mol. The highest occupied orbital energy (alpha / beta) comes out at -7.87 / -8.76 eV. The calculation puts the LUMO energy (alpha / beta) at 0.34 / -1.45 eV.

ORCA input file:
```
! wB97M-V def2-TZVPD RIJCOSX def2/J DEFGRID3
* xyz 0 3
Ti 0.537 1.418 -1.095
C 2.197 -0.285 -5.142
C 2.585 -1.445 -4.233
C 3.117 -2.619 -5.064
C 1.460 -1.927 -3.343
C 1.757 -2.631 -2.182
C 0.769 -3.160 -1.360
C 1.171 -4.082 -0.211
C 2.390 -3.616 0.588
C 1.452 -5.488 -0.759
C -0.579 -2.934 -1.695
C -0.899 -2.274 -2.889
C 0.126 -1.775 -3.687
C -2.327 -2.185 -3.390
C -2.648 -0.865 -4.093
C -2.618 -3.357 -4.335
C -1.657 -3.565 -0.864
C -1.956 -4.899 -1.155
C -2.862 -5.631 -0.412
C -3.499 -5.037 0.665
C -3.245 -3.709 0.956
C -2.346 -2.946 0.197
P -2.099 -1.177 0.662
C -3.761 -0.306 0.539
C -4.946 -1.112 1.089
C -4.043 -0.049 -0.946
C -3.709 1.038 1.277
C -1.402 -1.156 2.394
C -0.807 0.224 2.684
C -2.410 -1.495 3.499
C -0.273 -2.189 2.420
H 3.086 0.133 -5.615
H 1.698 0.512 -4.591
H 1.531 -0.618 -5.943
H 3.390 -1.107 -3.573
H 2.333 -3.000 -5.723
H 3.448 -3.441 -4.427
H 3.959 -2.303 -5.683
H 2.801 -2.797 -1.933
H 0.329 -4.157 0.479
H 3.300 -3.652 -0.015
H 2.547 -4.282 1.439
H 2.269 -2.606 0.961
H 2.334 -5.468 -1.403
H 0.620 -5.872 -1.347
H 1.645 -6.186 0.058
H -0.132 -1.250 -4.597
H -2.990 -2.288 -2.529
H -2.236 -0.848 -5.104
H -2.254 -0.008 -3.547
H -3.730 -0.748 -4.187
H -1.932 -3.331 -5.185
H -3.638 -3.294 -4.720
H -2.502 -4.320 -3.838
H -1.444 -5.365 -1.987
H -3.062 -6.664 -0.667
H -4.196 -5.597 1.274
H -3.759 -3.262 1.790
H -5.119 -2.027 0.525
H -5.835 -0.486 0.976
H -4.851 -1.355 2.147
H -4.206 -0.985 -1.480
H -3.243 0.501 -1.432
H -4.965 0.534 -1.018
H -3.649 0.912 2.358
H -4.641 1.566 1.063
H -2.881 1.660 0.943
H -1.577 0.959 2.912
H -0.165 0.142 3.562
H -0.205 0.604 1.862
H -3.269 -0.826 3.508
H -1.894 -1.372 4.456
H -2.757 -2.525 3.450
H 0.481 -1.953 1.672
H -0.638 -3.202 2.253
H 0.201 -2.155 3.405
O 1.577 -0.372 0.128
H 1.989 0.352 0.632
H 2.236 -0.617 -0.540
O -1.070 0.765 -0.186
O -0.999 0.547 -1.606
O 2.924 3.074 -2.546
N 2.039 2.251 -2.688
O 0.688 2.653 -2.485
O 2.146 1.009 -2.033
C -1.290 4.306 1.007
C 0.125 4.895 1.070
C 0.488 5.457 -0.313
C 0.170 6.046 2.082
Si 1.383 3.547 1.481
O 1.235 2.320 0.400
C 3.139 4.190 1.387
C 3.998 3.801 0.358
C 5.308 4.261 0.309
C 5.782 5.119 1.289
C 4.943 5.514 2.324
C 3.638 5.048 2.372
C 1.245 2.870 3.243
C 0.213 3.115 4.150
C 0.222 2.566 5.427
C 1.267 1.747 5.825
C 2.309 1.489 4.943
C 2.296 2.053 3.676
H -2.002 5.082 0.704
H -1.624 3.909 1.969
H -1.362 3.495 0.277
H -0.206 6.263 -0.576
H 0.433 4.700 -1.096
H 1.499 5.870 -0.325
H -0.586 6.794 1.820
H 1.141 6.546 2.067
H -0.025 5.722 3.106
H 3.635 3.146 -0.425
H 5.956 3.950 -0.502
H 6.802 5.479 1.250
H 5.310 6.179 3.097
H 3.006 5.345 3.203
H -0.619 3.748 3.868
H -0.590 2.780 6.111
H 1.277 1.320 6.820
H 3.138 0.862 5.249
H 3.136 1.867 3.012
*
```

---

Computed, not measured: a structure of composition C8H19GaO4PYb, with ωB97M-V with the def2-TZVPD basis set.

As for the frontier orbital gap: 0.0965 Ha. The highest occupied orbital energy comes out at -8.91 eV. The calculation puts the LUMO energy at -6.28 eV.

ORCA input file:
```
! wB97M-V def2-TZVPD RIJCOSX def2/J DEFGRID3
* xyz 1 1
C 3.569 -1.694 0.257
C 3.593 -0.257 -0.307
O 2.329 0.366 -0.092
C 1.381 0.011 -1.108
Ga -0.439 0.360 -0.265
C -0.291 2.249 0.596
C -0.502 2.232 2.139
C -1.987 0.516 -1.608
C -2.324 -0.911 -2.205
C -3.249 -1.758 -1.314
O -1.801 -2.001 -1.484
P -0.817 -1.179 1.487
O -2.221 -0.839 2.340
O 0.520 -1.181 2.473
H 2.821 -2.314 -0.261
H 4.541 -2.205 0.181
H 3.305 -1.670 1.327
H 3.868 -0.234 -1.377
H 4.343 0.308 0.272
H 1.514 -1.026 -1.464
H 1.607 0.677 -1.982
H 0.671 2.720 0.308
H -1.112 2.925 0.167
H 0.183 1.517 2.617
H -1.554 1.956 2.324
H -0.338 3.231 2.576
H -2.934 0.888 -1.165
H -1.733 1.124 -2.539
H -2.452 -0.992 -3.298
H -3.845 -2.543 -1.773
H -3.501 -1.217 -0.399
H -2.041 -0.203 3.057
H 0.451 -1.858 3.164
Yb -1.557 3.001 -2.644
*
```

---

Across the entries above, strongest force on any atom takes the values 0.9; 3.1 eV Å⁻¹, respectively.